Entry 1:
{
  "formula": "C6H9CuIO3",
  "method": "ωB97M-V/def2-TZVPD",
  "elements": ["C", "C", "I", "C", "C", "C", "O", "C", "O", "O", "H", "H", "H", "H", "H", "H", "H", "H", "H", "Cu"],
  "positions_angstrom": [[2.789188, 0.433013, 0.043743], [1.296102, 0.357969, -0.647767], [0.492426, 2.375753, -0.538031], [0.472698, -0.756041, 0.182496], [-1.101287, -0.493448, 0.331559], [-2.007242, -0.214399, -0.953873], [-3.276742, 0.019813, -0.241599], [-2.838385, 0.911460, 0.822933], [-3.441020, 1.935097, 1.184905], [-1.595702, 0.394861, 1.365218], [3.576519, 0.851679, -0.666999], [2.707517, 1.137645, 0.960667], [3.083978, -0.604149, 0.493778], [1.485500, 0.026455, -1.740791], [0.649620, -1.790518, -0.327022], [0.916493, -0.849777, 1.268315], [-1.482193, -1.542180, 0.661760], [-1.892697, 0.795056, -1.507347], [-2.048783, -0.979136, -1.798760], [2.214010, -2.009153, 1.106815]],
  "forces_ev_per_angstrom": [[-1.4, 1.3, 0.3], [2.3, -1.4, 0.6], [0.3, -0.8, -0.2], [-0.1, 1.2, -0.6], [-0.8, -3.5, -0.3], [-0.1, 1.7, -0.4], [1.9, 1.4, 1.5], [-2.0, 2.0, 0.4], [3.0, -5.0, -1.3], [-1.1, 0.9, -2.3], [-0.9, -1.0, 1.1], [0.3, -1.3, -1.5], [0.4, 1.2, -0.9], [-0.8, 0.7, 1.8], [-0.7, 1.4, 0.3], [-1.1, 0.9, -0.8], [0.5, 1.5, -0.5], [0.7, -1.6, 1.0], [-0.2, 0.5, 1.8], [0.1, -0.4, 0.0]],
  "mulliken_charge": [-0.6642, -0.2837, 0.1940, -0.8045, 0.2154, -0.2961, -0.3033, 0.5674, -0.4440, -0.3150, 0.3456, 0.4737, -0.0030, 0.4511, 0.3392, 0.4716, 0.2775, 0.2340, 0.3221, 0.2221],
  "homo_lumo_gap_ev": 6.85,
  "total_charge": 1,
  "e_above_lowest_kj_mol": 218.5,
  "homo_ev": -13.12
}



Entry 2:
{
  "formula": "C6H9CuNaO7",
  "method": "ωB97M-V/def2-TZVPD",
  "elements": ["O", "C", "O", "Cu", "O", "C", "C", "H", "H", "H", "H", "C", "C", "O", "C", "O", "O", "O", "Na", "H", "H", "H", "H", "H"],
  "positions_angstrom": [[3.058155, 1.170472, -0.078891], [2.546407, 0.032976, 0.118799], [2.074402, -0.325813, 1.221649], [2.418955, 1.716626, 2.108963], [2.463524, -0.782127, -0.945296], [1.648752, -1.960469, -0.847932], [0.210088, -1.685260, -1.205198], [1.739903, -2.388345, 0.158388], [2.102801, -2.666456, -1.556366], [-0.400745, -2.588501, -1.082544], [0.109663, -1.369943, -2.252039], [-2.696690, -0.108835, 0.919659], [-1.668220, 0.653220, 0.152450], [-0.903434, 1.447866, 0.978033], [-0.014799, 2.332978, 0.440743], [-0.081295, 2.607665, -0.765391], [0.861007, 2.738663, 1.254410], [-3.520336, -0.785222, -0.010933], [2.188321, 3.085510, -0.826594], [-3.316164, 0.561704, 1.547228], [-2.178959, -0.809805, 1.598374], [-1.983877, 1.118923, -0.784554], [-4.238908, -1.217438, 0.457228], [-0.418560, -0.778400, -0.600197]],
  "forces_ev_per_angstrom": [[0.5, 0.4, -0.2], [-0.9, -0.2, 0.5], [0.4, 0.3, 0.3], [-0.7, -0.7, -0.8], [0.2, 0.2, -0.3], [0.1, -0.1, 0.6], [-2.1, 2.0, 0.6], [0.0, 0.2, -0.2], [-0.2, 0.2, 0.1], [0.2, 0.1, 0.0], [0.1, -0.1, 0.1], [0.2, -0.2, 0.4], [-0.7, 1.2, 0.0], [-0.2, -0.5, 0.4], [0.3, -0.6, -0.7], [0.1, 0.2, 0.2], [0.3, 0.6, 0.3], [0.0, -0.1, -0.2], [-0.3, -0.4, 0.1], [0.3, 0.0, -0.1], [-0.2, 0.1, -0.1], [0.3, -0.2, 0.1], [0.1, 0.0, 0.0], [2.1, -2.4, -1.2]],
  "mulliken_charge": [-0.9249, 1.0349, -0.7322, 0.5390, -0.3274, -0.2921, -0.6076, 0.2663, 0.2716, 0.3742, 0.3056, -0.3083, -0.4058, -0.3119, 0.9964, -0.8028, -0.7361, -0.5189, 0.9683, 0.3701, 0.2299, 0.3450, 0.3103, -0.0436],
  "homo_lumo_gap_ev": [6.72, 8.42],
  "multiplicity": 2,
  "total_charge": 0,
  "homo_ev": [-7.32, -9.01],
  "s2": 0.753
}



Entry 3:
{
  "formula": "C6H9F",
  "method": "ωB97M-V/def2-TZVPD",
  "elements": ["F", "C", "C", "C", "C", "C", "C", "H", "H", "H", "H", "H", "H", "H", "H", "H"],
  "positions_angstrom": [[0.281341, 0.499748, 1.802343], [-0.116587, 0.871087, 0.536819], [-1.353871, 0.067807, 0.193622], [-0.698129, -1.329048, -0.049045], [0.889215, -1.096763, -0.147423], [0.838306, 0.366830, -0.550302], [0.874742, 1.780692, -0.027861], [-1.884842, 0.510166, -0.668413], [-2.047279, 0.048801, 1.027869], [-0.999574, -2.045923, 0.708909], [-1.031165, -1.707410, -1.030218], [1.425468, -1.228620, 0.829512], [1.287552, -1.765515, -0.897029], [0.325674, 0.381562, -1.486866], [1.597409, 2.259309, 0.649815], [0.611741, 2.387276, -0.891733]],
  "forces_ev_per_angstrom": [[0.3, -0.2, 0.4], [-0.9, -0.1, -0.9], [-0.2, 0.7, 0.2], [0.3, -0.2, -0.7], [-0.2, 0.1, 1.3], [0.7, -0.8, 0.8], [0.7, 1.2, -0.6], [0.3, -0.4, 0.3], [-0.2, 0.0, 0.1], [0.1, -0.1, 0.1], [0.1, -0.1, 0.4], [-0.6, -0.2, -1.0], [0.4, 0.0, -0.1], [-0.3, 0.3, -0.6], [-0.3, -0.5, -0.3], [-0.1, 0.3, 0.5]],
  "mulliken_charge": [-0.3218, 0.7147, -0.8604, -0.5556, -0.7411, -0.1831, -0.5098, 0.2721, 0.3413, 0.3529, 0.2841, 0.2547, 0.3294, 0.1471, 0.2704, 0.2050],
  "smiles": "F[C@]12CCC[C@@H]1C2",
  "homo_lumo_gap_ev": 9.68,
  "total_charge": 0,
  "e_above_lowest_kj_mol": 221.5,
  "homo_ev": -8.63
}



Entry 4:
{
  "formula": "C6H9F",
  "method": "ωB97M-V/def2-TZVPD",
  "elements": ["F", "C", "C", "C", "H", "H", "H", "C", "C", "C", "H", "H", "H", "H", "H", "H"],
  "positions_angstrom": [[2.545806, -1.221469, 1.051049], [2.003793, -0.174714, 0.429120], [2.045793, 0.536381, -0.694079], [1.880351, 1.291983, 0.656328], [1.986458, 0.617318, -1.820784], [0.949206, 1.558625, 1.038138], [2.740844, 1.811495, 1.025129], [-1.620220, 0.212817, 1.013503], [-1.523083, 0.047794, -0.292632], [-1.648717, -1.174367, -1.000645], [-2.050102, -0.601622, 1.496819], [-1.424807, 1.008502, 1.593762], [-1.168982, 0.820622, -0.897273], [-2.064020, -1.144002, -1.972655], [-1.997796, -2.011255, -0.439131], [-0.654524, -1.578104, -1.186647]],
  "forces_ev_per_angstrom": [[-0.9, 0.1, -0.3], [2.2, 1.7, -2.2], [-1.3, -1.6, 0.5], [0.8, -1.8, -0.4], [0.4, 0.0, 1.8], [-1.5, 1.0, 0.4], [0.4, 0.6, 0.1], [-0.9, -2.2, -2.2], [0.5, 1.5, 1.3], [1.0, -2.6, -0.5], [-0.5, -1.5, 1.3], [0.7, 3.0, 1.4], [0.6, 1.6, -0.8], [-0.9, 0.2, -0.9], [-1.1, -0.4, 0.6], [0.6, 0.3, -0.3]],
  "mulliken_charge": [-0.2564, 0.2921, -0.2382, -0.4980, 0.3330, 0.1031, 0.2629, -1.0370, 0.2409, -1.1529, 0.2342, 0.4068, 0.3434, 0.3480, 0.3746, 0.2434],
  "smiles": "FC1=CC1.C=CC",
  "homo_lumo_gap_ev": 10.17,
  "total_charge": 0,
  "e_above_lowest_kj_mol": 405.9,
  "homo_ev": -9.33
}



Entry 5:
{
  "formula": "C6H9F",
  "method": "ωB97M-V/def2-TZVPD",
  "elements": ["C", "C", "C", "C", "C", "C", "F", "H", "H", "H", "H", "H", "H", "H", "H", "H"],
  "positions_angstrom": [[1.771456, -0.899041, -0.692471], [0.264323, -0.515184, 2.003817], [0.507639, -0.607715, -1.005352], [-0.168389, 0.440218, 1.187664], [-1.677193, 0.624167, -0.799376], [-0.338729, 0.279877, -0.245395], [0.600396, 2.039100, -0.852813], [2.366359, -1.537583, -1.322701], [2.256964, -0.469946, 0.167257], [0.330116, -0.357752, 3.065750], [0.535564, -1.493974, 1.641800], [0.089070, -0.989377, -1.926678], [-0.479194, 1.397565, 1.583848], [-2.334652, -0.242025, -0.686668], [-1.607080, 0.870655, -1.854933], [-2.116648, 1.461013, -0.263750]],
  "forces_ev_per_angstrom": [[-0.3, 0.1, 0.0], [0.0, 0.0, -0.2], [0.4, -0.4, -0.2], [0.2, 0.2, 0.4], [0.1, 0.1, -0.1], [0.9, 2.2, -0.8], [-1.2, -2.1, 0.9], [0.1, -0.1, -0.1], [0.0, 0.1, 0.1], [0.0, 0.1, 0.2], [0.0, -0.1, -0.1], [-0.1, 0.0, -0.1], [0.0, 0.1, 0.0], [0.0, -0.1, 0.1], [0.1, 0.0, 0.0], [0.0, 0.0, 0.0]],
  "mulliken_charge": [-0.8473, -0.8154, -0.3613, -0.4405, -1.4070, 1.4747, -0.6149, 0.2723, 0.3765, 0.2766, 0.3452, 0.3223, 0.3086, 0.3548, 0.3660, 0.3894],
  "homo_lumo_gap_ev": 9.10,
  "total_charge": 0,
  "e_above_lowest_kj_mol": 217.8,
  "homo_ev": -9.86
}



Entry 6:
{
  "formula": "C6H9FS",
  "method": "ωB97M-V/def2-TZVPD",
  "elements": ["C", "C", "S", "C", "C", "F", "C", "C", "H", "H", "H", "H", "H", "H", "H", "H", "H"],
  "positions_angstrom": [[0.039089, 1.688658, -1.635449], [0.712371, 0.797524, -0.518968], [1.334197, -1.004891, -1.187591], [0.344263, -2.092447, 0.154854], [-0.005781, -0.912418, 1.054679], [1.225054, -0.428517, 1.877330], [-0.991159, 0.064675, 1.775105], [-0.548425, 0.250592, 0.170434], [-0.497129, 2.477905, -1.343403], [0.942633, 2.080150, -2.284290], [-0.578155, 1.089802, -2.357490], [1.493048, 1.254143, 0.139977], [-0.555818, -2.532215, -0.364329], [0.986427, -2.688313, 0.681598], [-1.984183, -0.382402, 1.816868], [-0.623708, 0.672680, 2.500448], [-1.292724, -0.334927, -0.479771]],
  "forces_ev_per_angstrom": [[5.7, -3.3, -3.6], [-2.8, -0.8, -0.6], [-0.6, 0.6, 0.9], [-1.6, 3.7, -1.4], [0.4, 3.3, 1.9], [-1.0, -1.3, -2.3], [-1.2, -3.7, -5.9], [0.6, -2.7, 3.6], [-1.9, 3.0, 1.8], [-1.9, -0.4, 0.9], [0.6, 0.3, 0.9], [-0.9, -0.5, -0.8], [1.2, 0.3, 0.9], [1.6, -2.1, 0.7], [-0.1, 0.9, 0.3], [1.0, 1.3, 2.0], [1.1, 1.6, 0.7]],
  "mulliken_charge": [-1.2274, 0.0833, -0.1282, -0.7424, 0.6266, -0.3883, -0.7367, -0.4824, 0.4515, 0.2950, 0.3287, 0.4058, 0.3157, 0.4151, 0.2399, 0.3201, 0.2239],
  "smiles": "C[C@@H]1SC[C@]2(F)C[C@@H]12",
  "homo_lumo_gap_ev": 9.66,
  "total_charge": 0,
  "e_above_lowest_kj_mol": 447.1,
  "homo_ev": -8.87
}



Entry 7:
{
  "formula": "C6H9FS",
  "method": "ωB97M-V/def2-TZVPD",
  "elements": ["C", "C", "S", "C", "C", "F", "C", "C", "H", "H", "H", "H", "H", "H", "H", "H", "H"],
  "positions_angstrom": [[-1.065148, 2.138946, 0.105601], [-0.899575, 0.859689, 0.491632], [-2.366908, -0.160038, 0.819470], [-2.320331, -1.367890, -0.569494], [0.395542, 0.189055, 0.592162], [0.430569, -0.547049, 1.748244], [1.525948, 0.251198, -0.129449], [2.773676, -0.517409, 0.100462], [-1.980249, 2.735610, 0.149147], [-0.136872, 2.675489, -0.103839], [-3.045231, -2.161680, -0.322354], [-2.580776, -0.827281, -1.502177], [-1.366575, -1.872992, -0.719062], [1.385164, 0.682482, -1.146352], [2.622144, -1.128136, 1.001230], [3.654875, 0.156311, 0.249479], [2.973749, -1.106306, -0.764704]],
  "forces_ev_per_angstrom": [[1.1, -0.3, 0.7], [-1.6, 0.4, -1.2], [0.5, -0.1, -0.1], [-0.2, 0.5, -0.3], [1.4, -0.2, 0.6], [0.1, 0.1, -0.2], [-1.9, 0.2, -1.5], [0.3, 0.9, 1.4], [0.1, -0.7, -0.3], [-0.3, 0.1, 0.1], [0.1, 0.6, -0.2], [0.0, -0.5, 0.5], [0.2, 0.2, 0.3], [0.2, 0.1, 1.0], [0.4, 0.0, -0.4], [-0.7, -0.5, 0.0], [0.2, -0.7, -0.5]],
  "mulliken_charge": [-0.7506, 0.1259, -0.0988, -0.7558, 0.4323, -0.3165, -0.1302, -1.0675, 0.2970, 0.2812, 0.2995, 0.2608, 0.2681, 0.2934, 0.2881, 0.2771, 0.2960],
  "smiles": "C=C(SC)/C(F)=C/C",
  "homo_lumo_gap_ev": 9.33,
  "total_charge": 0,
  "e_above_lowest_kj_mol": 140.4,
  "homo_ev": -8.60
}



Entry 8:
{
  "formula": "C6H9I2N2",
  "method": "ωB97M-V/def2-TZVPD",
  "elements": ["C", "C", "I", "C", "C", "C", "N", "I", "C", "N", "H", "H", "H", "H", "H", "H", "H", "H", "H"],
  "positions_angstrom": [[-1.876900, -1.387931, -1.351977], [-1.661161, -0.746181, 0.039009], [-3.573483, -0.495030, 1.006627], [-0.989441, 0.635894, -0.036457], [0.464338, 0.614500, 0.281500], [1.361991, -0.410076, 0.224956], [2.594709, 0.114090, 0.591234], [4.295616, -1.008796, 0.688393], [2.450723, 1.397890, 0.864675], [1.172405, 1.727957, 0.662577], [-1.294224, -0.877959, -2.112763], [-1.568491, -2.428006, -1.342465], [-2.912218, -1.357292, -1.653094], [-1.088320, -1.433052, 0.642927], [-1.096613, 1.025722, -1.044382], [-1.500937, 1.340231, 0.606941], [1.179917, -1.426584, -0.046411], [3.234643, 2.058948, 1.173900], [0.807446, 2.655675, 0.804809]],
  "forces_ev_per_angstrom": [[0.3, 0.0, 0.4], [-0.4, 0.1, -0.8], [0.2, -0.2, 0.1], [0.0, -0.1, 0.0], [-0.1, -0.5, -0.2], [-0.3, 0.9, 0.2], [-0.2, -0.6, -0.1], [0.0, 0.2, 0.0], [0.0, 0.1, -0.2], [0.5, -0.1, 0.2], [0.2, 0.1, -0.1], [0.0, -0.2, 0.0], [-0.2, 0.1, -0.1], [0.0, 0.0, 0.5], [-0.1, 0.1, -0.2], [0.1, 0.2, 0.3], [0.3, -0.3, 0.0], [0.1, 0.2, 0.1], [-0.1, 0.1, 0.0]],
  "mulliken_charge": [-1.1709, -0.5165, 0.1030, -0.8649, 0.2842, -0.2725, -0.3393, 0.4305, -0.2831, -0.0337, 0.3387, 0.2992, 0.4126, 0.5610, 0.3877, 0.5293, 0.4831, 0.4193, 0.2325],
  "smiles": "C[C@H](I)Cc1cn(I)c[nH+]1",
  "homo_lumo_gap_ev": 7.35,
  "total_charge": 1,
  "e_above_lowest_kj_mol": 0.0,
  "homo_ev": -12.22
}



Entry 9:
{
  "formula": "C6H9N",
  "method": "ωB97M-V/def2-TZVPD",
  "elements": ["C", "C", "C", "C", "C", "C", "N", "H", "H", "H", "H", "H", "H", "H", "H", "H"],
  "positions_angstrom": [[1.480343, -1.797792, -1.167774], [0.922819, -0.985552, -0.309741], [0.331437, -0.192231, 0.549111], [1.064066, 0.452866, 1.703051], [-1.149248, 0.058253, 0.436135], [-1.709411, 0.688007, -0.778186], [-1.666545, 1.427327, 0.483264], [1.518715, -2.870334, -0.988893], [1.924182, -1.433715, -2.091164], [0.973634, 1.546371, 1.667279], [2.128043, 0.203526, 1.689538], [0.639524, 0.126469, 2.659942], [-1.770528, -0.651704, 0.984621], [-2.703217, 0.418796, -1.127757], [-1.004002, 0.954869, -1.562380], [-0.898490, 2.096248, 0.479877]],
  "forces_ev_per_angstrom": [[0.0, 0.1, 0.1], [-0.1, 0.0, 0.0], [0.1, -0.1, -0.2], [0.1, 0.0, 0.1], [0.0, -0.2, 0.1], [-0.1, -0.1, -0.3], [0.1, 0.2, 0.1], [0.0, 0.2, 0.0], [-0.1, 0.0, 0.1], [0.0, -0.2, 0.0], [-0.2, 0.0, 0.0], [0.0, 0.0, -0.1], [0.1, 0.1, -0.1], [0.1, 0.1, 0.1], [-0.1, 0.0, 0.1], [-0.1, -0.1, -0.1]],
  "mulliken_charge": [-0.8500, 0.0291, 0.4062, -1.2162, 0.0439, -0.4137, -0.5863, 0.2430, 0.2363, 0.3215, 0.3591, 0.2857, 0.3379, 0.2744, 0.2389, 0.2903],
  "smiles": "C=C=C(C)[C@@H]1CN1",
  "homo_lumo_gap_ev": 10.30,
  "total_charge": 0,
  "e_above_lowest_kj_mol": 280.6,
  "homo_ev": -9.27
}



Entry 10:
{
  "formula": "C6H9N",
  "method": "ωB97M-V/def2-TZVPD",
  "elements": ["C", "C", "C", "C", "C", "C", "N", "H", "H", "H", "H", "H", "H", "H", "H", "H"],
  "positions_angstrom": [[0.614470, 1.208406, 2.925334], [0.412853, 1.088948, 1.480358], [0.251773, 0.982558, 0.290244], [-0.001714, 0.827218, -1.148003], [0.053507, -0.621091, -1.627112], [-0.557136, -1.722189, -0.854063], [-1.216920, -1.206723, -2.050086], [1.200648, 0.368003, 3.308835], [-0.342356, 1.218505, 3.455539], [1.152268, 2.128210, 3.173474], [0.717462, 1.430277, -1.717004], [-1.002363, 1.210127, -1.381395], [0.936889, -0.882346, -2.207556], [-1.056209, -1.495635, 0.083974], [-0.071802, -2.695907, -0.897638], [-1.091370, -1.838359, -2.834901]],
  "forces_ev_per_angstrom": [[0.0, 0.0, 0.1], [0.0, -0.1, -0.5], [0.0, 0.1, 0.5], [0.0, 0.0, 0.0], [0.2, 0.0, 0.0], [0.1, -0.1, 0.2], [-0.1, -0.1, -0.3], [-0.1, 0.1, -0.1], [0.1, 0.0, -0.1], [-0.1, -0.1, 0.0], [-0.1, -0.1, 0.1], [0.2, 0.0, 0.1], [-0.1, 0.0, 0.1], [0.1, 0.0, -0.1], [-0.1, 0.2, 0.0], [0.0, 0.1, 0.1]],
  "mulliken_charge": [-1.3148, 0.8822, -0.2729, -0.9820, 0.1272, -0.4434, -0.6156, 0.2933, 0.2924, 0.2935, 0.3191, 0.2988, 0.3678, 0.2391, 0.2880, 0.2274],
  "smiles": "CC#CC[C@H]1CN1",
  "homo_lumo_gap_ev": 10.41,
  "total_charge": 0,
  "e_above_lowest_kj_mol": 280.2,
  "homo_ev": -9.33
}